Entry 1:
The following is a DFT calculation (ωB97M-V with the def2-TZVPD basis set) of the molecule H3NOSSi in a non-equilibrium geometry.

Properties
HOMO (alpha / beta), eV: -7.7869 / -11.2911
Spin multiplicity: 3
Electronic energy, eV: -22294.9033
Energy relative to the best compared isomer or geometry (same formula, charge and spin), kcal per mole: 0.00

Each line ends with the Löwdin charge.
Element x y z (Å)
N  2.95  0.68  -0.13  -0.374
O  0.48  0.23  -0.52  -0.727
Si  -1.05  -0.13  0.09  0.535
S  1.94  -0.30  0.16  0.735
H  -1.92  0.72  -0.71  -0.079
H  -0.98  0.48  1.39  -0.068
H  -1.41  -1.67  -0.28  -0.022

---

Entry 2:
The following is a DFT calculation (ωB97M-V with the def2-TZVPD basis set) of a structure of composition C35H44BrN4O4Ru in a non-equilibrium geometry.

Properties
HOMO (alpha / beta), eV: -4.0836 / -4.2380
Charge: -1
Spin multiplicity: 5
Electronic energy, eV: -123780.4572
Energy relative to the best compared isomer or geometry (same formula, charge and spin), kcal per mole: 11.36

Each line ends with the Löwdin charge.
Element x y z (Å)
Ru  -0.53  -0.33  0.54  0.961
O  -4.68  -2.29  5.21  0.056
C  -3.80  -1.75  4.32  -0.315
C  -3.20  -0.51  4.56  -0.008
C  -2.30  -0.02  3.63  -0.133
N  -1.99  -0.72  2.53  0.000
C  -2.61  -1.85  2.33  -0.200
Br  -1.29  -2.89  -0.08  -0.064
C  -3.52  -2.44  3.16  -0.018
H  -4.78  -1.70  5.96  0.099
H  -3.43  0.06  5.45  0.107
H  -1.81  0.94  3.74  0.102
H  -4.00  -3.39  2.96  0.118
C  -4.28  1.36  -0.26  -0.062
C  -3.75  0.02  -0.75  -0.393
C  -4.74  -1.11  -0.53  -0.079
C  -3.36  0.10  -2.22  -0.136
C  -4.36  0.21  -3.19  -0.049
C  -4.07  0.27  -4.54  -0.092
C  -2.73  0.20  -4.94  -0.052
C  -1.71  0.08  -3.99  -0.136
C  -0.30  -0.09  -4.52  -0.369
C  0.49  -1.23  -3.86  -0.063
C  0.51  1.21  -4.54  -0.060
C  -2.04  0.10  -2.62  -0.185
N  -0.96  0.12  -1.70  0.017
C  -0.68  1.33  -1.36  -0.241
C  0.45  1.65  -0.50  -0.271
N  1.26  0.69  -0.04  -0.041
C  2.45  1.27  0.51  -0.168
C  3.52  1.40  -0.42  -0.130
C  4.75  1.91  -0.02  -0.050
C  4.97  2.29  1.29  -0.090
C  3.93  2.16  2.19  -0.058
C  2.67  1.66  1.83  -0.132
C  1.64  1.73  2.95  -0.391
C  0.55  2.80  2.76  -0.067
C  1.13  0.43  3.45  0.054
C  3.41  0.92  -1.86  -0.374
C  3.77  2.02  -2.85  -0.075
C  4.27  -0.32  -2.09  -0.054
H  -4.48  1.33  0.82  0.077
H  -5.22  1.60  -0.77  0.071
H  -3.57  2.17  -0.45  0.069
H  -2.84  -0.22  -0.18  0.046
H  -5.75  -0.81  -0.84  0.068
H  -4.78  -1.39  0.53  0.064
H  -4.45  -2.00  -1.09  0.076
H  -5.40  0.23  -2.87  0.105
H  -4.86  0.36  -5.27  0.090
H  -2.47  0.20  -5.99  0.102
H  -0.43  -0.38  -5.56  0.117
H  0.86  -0.96  -2.87  0.057
H  1.34  -1.49  -4.49  0.073
H  -0.14  -2.12  -3.74  0.082
H  0.74  1.55  -3.53  0.057
H  -0.04  2.00  -5.05  0.079
H  1.45  1.05  -5.06  0.070
H  -1.22  2.19  -1.77  0.145
H  0.69  2.71  -0.44  0.144
H  5.55  1.98  -0.75  0.102
H  5.92  2.69  1.61  0.093
H  4.09  2.47  3.21  0.101
H  2.23  2.11  3.81  0.118
H  -0.20  2.49  2.04  0.028
H  1.00  3.72  2.39  0.080
H  0.07  3.02  3.72  0.073
H  0.44  -1.46  1.93  0.038
H  0.28  0.44  4.13  0.044
H  1.86  -0.34  3.69  0.061
H  2.38  0.63  -2.05  0.095
H  4.83  2.30  -2.79  0.065
H  3.18  2.93  -2.68  0.080
H  3.58  1.68  -3.87  0.063
H  5.33  -0.10  -1.95  0.073
H  4.13  -0.69  -3.11  0.074
H  3.99  -1.11  -1.39  0.057
O  2.89  -1.83  0.49  0.093
C  2.41  -2.40  1.43  -0.449
C  3.11  -3.53  2.20  -0.073
C  2.12  -3.98  3.27  -0.078
C  0.90  -3.11  3.02  -0.486
O  -0.13  -3.16  3.66  0.071
N  1.15  -2.25  1.98  0.113
H  4.06  -3.15  2.58  0.118
H  3.35  -4.31  1.48  0.121
H  2.47  -3.82  4.29  0.119
H  1.81  -5.02  3.19  0.121
O  -1.06  1.49  0.60  -0.462

---

Entry 3:
The following is a DFT calculation (ωB97M-V with the def2-TZVPD basis set) of a structure of composition C18H26Br2ClFIN2O4 in a non-equilibrium geometry.

Properties
HOMO, eV: -11.5236
Charge: +1
Electronic energy, eV: -193663.2026

Each line ends with the Löwdin charge.
Element x y z (Å)
C  5.60  1.14  0.01  -0.010
C  4.38  2.26  -0.08  -0.257
O  4.54  3.24  -1.01  0.012
O  3.18  2.28  0.78  -0.030
C  2.01  1.96  -0.07  -0.202
O  1.48  2.95  -0.82  0.030
C  1.36  0.42  -0.15  0.012
C  0.39  0.11  1.18  -0.374
N  0.60  0.97  2.41  -0.081
C  1.61  0.53  3.21  -0.240
C  2.97  -0.25  2.77  -0.036
C  1.45  0.86  4.84  -0.046
C  0.17  -1.50  1.31  -0.110
F  0.00  -2.14  2.64  -0.041
C  -1.25  -1.87  0.57  -0.019
C  -1.94  -3.30  0.15  -0.100
C  -1.20  -4.08  -1.09  -0.217
C  0.17  -4.77  -0.44  -0.575
Cl  0.86  -6.13  -1.49  0.492
N  -1.95  -0.72  0.30  0.076
C  -1.18  0.49  0.78  -0.594
I  -2.04  0.72  2.83  1.016
C  -1.50  1.97  0.16  -0.604
Br  -1.36  3.57  1.41  0.574
C  -1.90  2.29  -1.24  -0.595
C  -2.01  1.11  -2.37  -0.116
Br  -2.32  4.18  -1.85  0.640
H  5.22  0.22  -0.64  0.101
H  6.60  1.57  -0.45  0.119
H  5.74  0.87  1.14  0.084
H  2.32  -0.29  -0.14  0.124
H  0.82  0.21  -1.16  0.131
H  3.82  0.55  2.66  0.092
H  2.87  -0.99  1.86  0.077
H  3.29  -0.94  3.69  0.112
H  2.48  1.40  5.14  0.101
H  1.30  -0.10  5.50  0.101
H  0.62  1.69  5.01  0.092
H  0.97  -1.94  0.56  0.149
H  -3.08  -3.05  -0.12  0.144
H  -1.94  -4.02  1.07  0.140
H  -1.90  -4.91  -1.57  0.133
H  -0.93  -3.34  -1.99  0.132
H  0.98  -3.93  -0.34  0.067
H  -0.07  -5.13  0.67  0.104
H  -2.87  -0.84  -0.18  0.170
H  -2.46  1.56  -3.37  0.077
H  -2.72  0.22  -2.08  0.076
H  -0.95  0.66  -2.57  0.081
C  -5.73  2.27  -4.56  -0.155
O  -4.35  2.11  -4.83  -0.154
H  -6.26  1.36  -4.85  0.082
H  -5.88  2.46  -3.49  0.075
H  -6.12  3.11  -5.14  0.082
H  -3.91  2.94  -4.57  0.059

---

Entry 4:
The following is a DFT calculation (ωB97M-V with the def2-TZVPD basis set) of a structure of composition C37H28BBiF5N11OS2 in a non-equilibrium geometry.

Properties
HOMO, eV: -8.2354
Electronic energy, eV: -99036.4538
Energy relative to the best compared isomer or geometry (same formula, charge and spin), kcal per mole: 10.73

Each line ends with the Löwdin charge.
Element x y z (Å)
Bi  1.60  0.59  -0.61  1.692
O  4.65  1.04  2.64  0.034
C  3.69  1.12  1.88  -0.515
N  3.37  0.33  0.84  -0.169
C  4.48  -0.60  0.55  -0.157
C  3.92  -1.82  -0.17  -0.296
C  4.61  -2.99  -0.04  0.001
C  4.19  -4.12  -0.81  -0.020
C  3.00  -4.02  -1.52  -0.040
C  2.43  -2.75  -1.61  -0.121
N  2.87  -1.68  -0.95  0.022
C  2.58  2.12  2.24  -0.201
C  2.48  2.67  3.52  0.021
C  1.32  3.47  3.82  -0.014
C  0.35  3.66  2.81  -0.049
C  0.59  3.11  1.57  -0.147
N  1.66  2.34  1.31  -0.024
H  4.92  -0.91  1.50  0.116
H  5.25  -0.05  0.01  0.133
H  5.47  -2.98  0.64  0.120
H  4.79  -5.02  -0.76  0.108
H  2.45  -4.79  -1.97  0.095
H  1.45  -2.62  -2.12  0.111
H  3.27  2.54  4.26  0.120
H  1.27  3.82  4.85  0.107
H  -0.52  4.23  3.03  0.099
H  -0.10  3.14  0.73  0.075
C  -3.15  2.13  -1.46  -0.078
C  -1.81  2.38  -1.17  -0.183
N  -1.05  1.28  -1.34  -0.002
N  -1.96  0.32  -1.77  -0.008
C  -3.18  0.83  -1.83  -0.116
B  -1.44  -1.11  -2.08  -0.628
N  -0.34  -1.04  -3.08  -0.038
C  -0.30  -1.69  -4.29  -0.063
C  0.88  -1.38  -4.91  -0.038
C  1.58  -0.59  -3.93  -0.186
N  0.81  -0.38  -2.87  -0.097
N  -0.99  -1.81  -0.81  -0.015
C  -1.26  -3.12  -0.60  -0.107
C  -0.37  -3.65  0.32  -0.049
C  0.37  -2.51  0.74  -0.175
N  0.04  -1.42  0.02  -0.058
H  -3.90  2.91  -1.53  0.098
H  -1.41  3.31  -0.80  0.088
H  -4.05  0.30  -2.27  0.140
H  -2.21  -1.88  -2.50  0.111
H  -1.13  -2.32  -4.60  0.119
H  1.31  -1.74  -5.84  0.093
H  2.60  -0.23  -3.91  0.065
H  -2.14  -3.62  -1.08  0.133
H  -0.43  -4.66  0.68  0.089
H  1.26  -2.45  1.44  0.129
F  0.16  7.09  -2.93  0.097
C  0.83  5.90  -2.73  -0.098
C  0.51  4.78  -3.49  -0.140
F  -0.36  4.87  -4.50  0.114
C  1.23  3.59  -3.37  -0.269
F  1.07  2.65  -4.27  0.111
C  2.20  3.44  -2.39  -0.469
S  3.16  1.87  -2.30  0.516
C  2.42  4.53  -1.58  -0.279
F  3.32  4.55  -0.62  0.111
C  1.72  5.70  -1.72  -0.156
F  2.01  6.75  -0.94  0.111
S  -3.47  -3.00  3.95  1.017
C  -2.19  -1.92  3.44  -0.517
C  -2.35  -0.79  2.72  -0.106
C  -1.32  0.08  2.46  -0.152
N  -0.09  -0.13  2.91  0.072
C  0.11  -1.21  3.65  -0.186
C  -0.82  -2.20  3.89  -0.066
C  -4.75  -2.50  2.81  -0.511
C  -5.91  -1.86  3.32  -0.070
C  -6.82  -1.48  2.39  -0.145
N  -6.72  -1.60  1.05  0.075
C  -5.59  -2.12  0.61  -0.147
C  -4.58  -2.57  1.44  -0.095
H  -3.30  -0.56  2.20  0.117
H  -1.56  1.00  1.85  0.124
H  1.13  -1.44  3.94  0.107
H  -0.60  -3.10  4.46  0.103
H  -6.15  -1.76  4.36  0.106
H  -7.69  -0.97  2.74  0.097
H  -5.60  -2.37  -0.44  0.110
H  -3.72  -2.94  0.94  0.090